One molecule with the formula C5H7NO, computed with ωB97M-V with the def2-TZVPD basis set.

SMILES: Cc1cocc1N
Orbital gap in Ha: 0.33874
Energy relative to the best compared isomer or geometry (same formula, charge and spin) in kcal per mole: 19.5

The geometry in XYZ format:
```
14
C5H7NO ωB97M-V with the def2-TZVPD basis set
C 1.2626 0.9568 -0.8143
C 0.2120 0.5082 0.1519
C -0.2990 1.1514 1.2307
O -1.2501 0.4042 1.8411
C -1.3338 -0.7651 1.1546
C -0.4691 -0.7622 0.1080
N -0.2646 -1.8041 -0.8290
H 1.5637 1.9912 -0.6278
H 0.8927 0.9023 -1.8458
H 2.1612 0.3289 -0.7525
H -0.0924 2.1088 1.6862
H -2.0448 -1.4887 1.5249
H 0.6398 -1.7148 -1.2780
H -0.9781 -1.8170 -1.5499
```

One molecule with the formula C5H7NO in a non-equilibrium geometry, computed with ωB97M-V with the def2-TZVPD basis set.

SMILES: [H]/N=C1\OC[C@H]2C[C@@H]12
Orbital gap in Ha: 0.37704
Energy relative to the best compared isomer or geometry (same formula, charge and spin) in kcal per mole: 61.6

The geometry in XYZ format:
```
14
C5H7NO ωB97M-V with the def2-TZVPD basis set
N -0.1640 1.7696 1.7061
C -0.0993 0.9690 0.7330
O -0.2439 1.3011 -0.5858
C -0.6371 0.1464 -1.3632
C -0.2759 -1.0782 -0.5545
C 1.1218 -1.0740 -0.0480
C 0.1593 -0.4610 0.8794
H -0.3395 2.7087 1.3590
H -0.1245 0.2255 -2.3331
H -1.7143 0.1916 -1.5482
H -1.0301 -1.4350 0.1500
H 1.7815 -0.3165 -0.4619
H 1.5978 -2.0033 0.2274
H -0.0320 -0.9437 1.8399
```

One molecule with the formula C5H7NO in a non-equilibrium geometry, computed with ωB97M-V with the def2-TZVPD basis set.

SMILES: Cc1cocc1N
Orbital gap in Ha: 0.31273
Energy relative to the best compared isomer or geometry (same formula, charge and spin) in kcal per mole: 56.2

The geometry in XYZ format:
```
14
C5H7NO ωB97M-V with the def2-TZVPD basis set
C -1.7406 0.2347 0.6578
C -0.4660 -0.2891 0.0561
C -0.1972 -1.6066 -0.1970
O 0.9063 -1.8072 -0.8835
C 1.6314 -0.6108 -0.8202
C 0.7494 0.3644 -0.3471
N 1.1205 1.6781 -0.2064
H -2.5921 0.0759 -0.0167
H -1.7039 1.3051 0.8843
H -1.9740 -0.2845 1.5955
H -0.5196 -2.5074 0.2970
H 2.4575 -0.8949 -0.1739
H 0.4310 2.3963 -0.0550
H 1.8972 1.9459 -0.7908
```

One molecule with the formula C5H7NO in a non-equilibrium geometry, computed with ωB97M-V with the def2-TZVPD basis set.

Orbital gap in Ha: 0.35536
Energy relative to the best compared isomer or geometry (same formula, charge and spin) in kcal per mole: 91.6

The geometry in XYZ format:
```
14
C5H7NO ωB97M-V with the def2-TZVPD basis set
O -0.0111 -2.1583 -1.4757
C -0.4803 -2.1795 -0.2047
N 0.1221 -1.2791 0.5604
C 1.1180 -0.3019 0.1316
C 0.4805 1.0447 -0.2564
C -0.2749 1.6347 0.8516
C -0.8926 2.0707 1.7899
H -0.6868 -2.9470 -1.5141
H -0.2531 -1.1770 1.4932
H 1.6459 -0.7171 -0.7313
H 1.8368 -0.1587 0.9459
H 1.2662 1.7388 -0.5828
H -0.1843 0.8814 -1.1129
H -1.4474 2.4773 2.6088
```

A 2-piece molecular cluster, C5H7NO overall in a non-equilibrium geometry, computed with ωB97M-V with the def2-TZVPD basis set.

Orbital gap in Ha: 0.36380
Energy relative to the best compared isomer or geometry (same formula, charge and spin) in kcal per mole: 92.3

The geometry in XYZ format:
```
14
C5H7NO ωB97M-V with the def2-TZVPD basis set
O 0.3425 -1.6112 1.1944
C 1.1174 -1.2880 0.2079
C 0.3711 -1.1456 -1.1364
C -1.0689 -1.3884 -1.0476
N -2.1584 -1.6194 -0.7225
C 0.7607 1.8270 0.7065
C -0.5607 1.7516 0.5819
H -0.6172 -1.7275 0.9711
H 0.5689 -0.1264 -1.4853
H 0.8473 -1.8303 -1.8465
H 1.3174 1.1417 1.3410
H 1.3411 2.5733 0.1695
H -1.1165 2.4352 -0.0549
H -1.1446 1.0079 1.1208
```

C5H7NO as an isolated structure in a non-equilibrium geometry, computed with ωB97M-V with the def2-TZVPD basis set.

Orbital gap in Ha: 0.38819
Energy relative to the best compared isomer or geometry (same formula, charge and spin) in kcal per mole: 108.9

The geometry in XYZ format:
```
14
C5H7NO ωB97M-V with the def2-TZVPD basis set
O 1.6805 -0.4621 -1.0542
C 1.2567 -0.0989 0.1942
C 0.4649 1.1771 0.3292
C -0.9365 0.9052 -0.1091
C -1.0364 -0.5964 -0.4090
C -0.2439 -0.7238 0.8502
N -0.5206 0.6945 1.3095
H 0.7621 -0.8014 -1.5700
H 1.9550 -0.3264 1.0059
H 0.8364 2.1992 0.3714
H -1.6299 1.6986 -0.3746
H -0.3757 -1.0061 -1.4426
H -1.9584 -1.1017 -0.6673
H -0.2540 -1.5577 1.5665
```

The following calculated total energy values (in eV) correspond, in order, to the records above: -8835.357; -8833.530; -8833.767; -8832.232; -8832.201; -8831.479.
The following lowest unoccupied orbital energy values (in eV) correspond, in order, to the records above: 0.90; 1.03; 0.88; 0.93; 0.57; 0.87.